<P>
Computed, not measured: a molecular structure, C10H40O10, with ωB97M-V with the def2-TZVPD basis set.

For the molar mass, the calculation gives 320.42 g/mol. The HOMO-LUMO gap is 0.2888 hartree. The calculation puts the HOMO energy at -7.957 eV.

ORCA input file:
```
! wB97M-V def2-TZVPD RIJCOSX def2/J DEFGRID3
* xyz 0 1
C 29.807 13.351 27.091
O 30.059 12.066 27.672
H 28.770 13.466 26.773
H 30.116 14.050 27.868
H 30.469 13.403 26.227
H 29.740 11.407 27.051
C 29.237 15.068 30.862
O 29.887 13.898 31.179
H 28.219 14.742 30.648
H 29.156 15.746 31.711
H 29.645 15.657 30.040
H 29.913 13.380 30.371
C 27.130 9.047 29.815
O 27.754 9.180 31.057
H 27.231 8.088 29.307
H 26.064 9.274 29.777
H 27.604 9.780 29.162
H 27.406 9.949 31.514
C 26.855 10.993 32.696
O 26.987 11.139 31.275
H 25.825 11.222 32.970
H 27.192 10.013 33.035
H 27.529 11.731 33.129
H 26.862 12.064 31.049
C 28.616 12.392 29.837
O 30.012 12.566 29.748
H 28.131 12.929 29.021
H 28.333 11.348 29.701
H 28.231 12.759 30.788
H 30.275 12.418 28.837
C 30.599 9.899 28.536
O 29.466 9.193 27.988
H 31.352 9.210 28.918
H 31.069 10.499 27.756
H 30.243 10.559 29.327
H 28.785 9.803 27.694
C 32.065 14.612 29.550
O 31.567 15.944 29.320
H 32.781 14.672 30.370
H 31.262 13.958 29.890
H 32.583 14.149 28.710
H 30.727 15.882 28.857
C 29.638 10.473 31.704
O 30.474 11.565 31.657
H 29.325 10.242 30.686
H 30.145 9.626 32.166
H 28.739 10.692 32.280
H 30.236 12.121 30.912
C 25.418 13.207 31.128
O 26.810 13.256 31.355
H 25.261 12.796 30.131
H 24.811 12.623 31.819
H 24.980 14.202 31.208
H 27.014 13.658 32.203
C 27.412 14.849 28.048
O 27.953 16.135 28.195
H 27.648 14.301 28.960
H 26.328 14.862 27.939
H 27.829 14.265 27.227
H 27.722 16.556 27.364
*
```

<Q>
Computed, not measured: 10 unconnected molecules or ions with the total composition C10H40O10, with ωB97M-V with the def2-TZVPD basis set.

For the molar mass, the calculation gives 320.42 g/mol. Its structure (SMILES) is CO.CO.CO.CO.CO.CO.CO.CO.CO.CO. The HOMO-LUMO gap is 0.3747 hartree. The calculation puts the HOMO energy at -9.789 eV.

ORCA input file:
```
! wB97M-V def2-TZVPD RIJCOSX def2/J DEFGRID3
* xyz 0 1
C -0.581 0.433 -5.806
O -1.527 0.478 -4.804
H 0.363 0.901 -5.526
H -0.354 -0.559 -6.196
H -0.883 1.060 -6.645
H -2.417 0.429 -5.161
C 1.916 1.130 3.527
O 1.273 0.501 2.479
H 2.896 1.405 3.137
H 1.284 1.952 3.862
H 2.078 0.466 4.376
H 0.560 0.006 2.889
C 5.125 -0.889 -1.659
O 4.932 0.482 -1.853
H 5.928 -1.203 -0.991
H 4.307 -1.502 -1.281
H 5.337 -1.324 -2.635
H 4.602 0.826 -1.020
C -1.954 -3.405 -0.430
O -2.562 -4.684 -0.464
H -2.736 -2.689 -0.174
H -1.091 -3.207 0.206
H -1.640 -3.254 -1.462
H -2.239 -5.124 -1.255
C 1.287 -3.678 2.858
O 0.145 -4.313 2.422
H 1.631 -3.033 2.049
H 1.002 -3.076 3.721
H 1.977 -4.462 3.168
H 0.001 -5.120 2.921
C 0.874 -0.360 -0.667
O 0.395 -0.601 -2.013
H 0.699 0.599 -0.179
H 0.629 -1.220 -0.043
H 1.960 -0.406 -0.750
H -0.209 0.095 -2.281
C -1.601 -1.738 3.200
O -1.093 -0.523 3.833
H -1.452 -2.575 3.882
H -2.677 -1.612 3.085
H -1.252 -1.777 2.168
H -1.534 0.234 3.440
C -1.887 2.888 -2.493
O -1.763 1.570 -2.129
H -0.889 3.211 -2.792
H -2.740 3.066 -3.148
H -2.084 3.498 -1.612
H -1.578 1.151 -2.972
C -2.672 1.670 1.454
O -2.469 1.775 2.870
H -2.704 2.707 1.120
H -1.768 1.171 1.104
H -3.443 1.006 1.064
H -2.502 2.702 3.118
C 0.547 3.782 0.039
O 0.772 5.144 -0.264
H 1.196 3.035 -0.418
H 0.711 3.761 1.116
H -0.434 3.452 -0.304
H 0.309 5.748 0.321
*
```

In terms of stability, <Q> leads; the second structure lies 0.4623 hartree higher.

<P>
Computed, not measured: 2 unconnected molecules or ions with the total composition C3H6FN, with ωB97M-V with the def2-TZVPD basis set.

For the molar mass, the calculation gives 75.09 g/mol. Its structure (SMILES) is [H]/N=C\F.C=C. The HOMO-LUMO gap is 0.4007 hartree. The calculation puts the HOMO energy at -9.749 eV.

ORCA input file:
```
! wB97M-V def2-TZVPD RIJCOSX def2/J DEFGRID3
* xyz 0 1
C -1.169 0.198 0.268
C -1.668 -0.845 -0.453
C 1.615 0.164 0.388
N 2.123 1.238 0.022
F 1.131 -0.844 -0.382
H -0.762 1.001 -0.208
H -1.399 0.361 1.376
H -2.116 -1.801 0.057
H -1.691 -0.849 -1.561
H 1.507 -0.105 1.435
H 2.429 1.482 -0.942
*
```

<Q>
Computed, not measured: 2 unconnected molecules or ions with the total composition C3H6FN, with ωB97M-V with the def2-TZVPD basis set.

For the molar mass, the calculation gives 75.09 g/mol. The HOMO-LUMO gap (alpha / beta) is 0.3863 / 0.3862 hartree. The calculation puts the HOMO energy (alpha / beta) at -9.578 / -9.578 eV.

ORCA input file:
```
! wB97M-V def2-TZVPD RIJCOSX def2/J DEFGRID3
* xyz 0 1
C 1.171 0.481 0.049
C -0.105 1.284 0.181
C -0.062 -0.041 -0.553
N -0.761 -1.687 0.432
F -0.221 -0.274 -1.835
H 2.125 0.839 -0.236
H 1.211 -0.093 0.949
H -0.675 1.064 1.019
H -0.356 2.249 -0.179
H -1.644 -1.260 0.253
H -0.683 -2.562 -0.080
*
```

In terms of stability, <P> leads; the second structure lies 0.0732 hartree higher.

<P>
Computed, not measured: 2 unconnected molecules or ions with the total composition CH5O3P, with ωB97M-V with the def2-TZVPD basis set.

For the molar mass, the calculation gives 96.02 g/mol. The HOMO-LUMO gap (alpha / beta) is 0.2894 / 0.2888 hartree. The calculation puts the HOMO energy (alpha / beta) at -9.236 / -9.221 eV.

ORCA input file:
```
! wB97M-V def2-TZVPD RIJCOSX def2/J DEFGRID3
* xyz 0 1
C -1.793 0.401 0.313
O -0.131 -1.554 -0.031
O 2.344 0.430 0.092
O 0.147 0.458 -1.696
P -0.303 -0.015 -0.192
H -2.055 1.449 0.347
H -2.213 -0.323 1.014
H 0.573 -1.768 0.601
H 2.292 0.208 1.081
H 1.139 0.714 -1.528
*
```

<Q>
Computed, not measured: a single CH5O3P molecule, with ωB97M-V with the def2-TZVPD basis set.

For the molar mass, the calculation gives 96.02 g/mol. Its structure (SMILES) is COP(O)O. The HOMO-LUMO gap is 0.3790 hartree. The calculation puts the HOMO energy at -9.520 eV.

ORCA input file:
```
! wB97M-V def2-TZVPD RIJCOSX def2/J DEFGRID3
* xyz 0 1
C -1.456 -0.245 0.160
O 2.150 -0.846 -0.360
O 0.768 1.618 -0.050
O -0.204 -0.875 -0.036
P 1.072 -0.274 0.631
H -1.346 0.907 0.271
H -1.791 -0.647 1.203
H -2.307 -0.570 -0.532
H 1.603 -1.146 -1.216
H 1.512 2.076 -0.071
*
```

In terms of stability, <Q> leads; the second structure lies 0.0759 hartree higher.